[1]
A 6-piece molecular cluster, C17H37BO23S5 overall in a non-equilibrium geometry, computed with the ωB97M-V functional and the def2-TZVPD basis.

```
83
Properties=species:S:1:pos:R:3:forces:R:3
C -1.9813 -3.2164 0.8894 0.902 0.462 0.215
C -0.6937 -2.3322 0.9285 0.387 -0.205 0.023
C -0.0387 -2.3584 -0.4921 0.126 -0.497 0.750
C -0.9000 -0.9089 1.5514 -0.689 -0.511 -0.676
C -1.0866 0.2598 0.5473 -0.667 1.634 1.637
C -0.7701 1.5850 1.3557 0.716 -0.293 -0.273
C -2.5656 0.4468 0.0650 1.233 0.314 -0.028
O -3.4652 0.6545 1.1917 -0.201 -1.248 -0.595
B -4.5521 -0.1897 0.9786 0.252 0.518 0.295
O -5.6347 0.2136 0.1635 0.846 -0.899 -0.095
O -4.5523 -1.4532 1.5531 -0.761 0.650 -0.604
H -2.4434 -3.1958 1.8923 0.026 -0.225 -0.536
H -1.6489 -4.2413 0.6245 -0.519 0.445 0.119
H -2.6964 -2.8323 0.1398 0.224 -0.270 0.341
H 0.0094 -2.8715 1.6030 -0.401 0.368 -0.289
H -0.8436 -2.4307 -1.2502 0.635 0.272 0.104
H 0.5900 -3.2723 -0.5404 -0.500 0.424 -0.281
H 0.6504 -1.5142 -0.6802 -0.535 -0.314 0.022
H -1.8317 -0.9520 2.1546 0.590 0.169 -0.225
H -0.0964 -0.6662 2.2744 -0.213 -0.146 -0.583
H -0.3857 0.2662 -0.3042 -0.583 -0.334 0.146
H -1.0036 1.4570 2.4302 -0.256 0.217 -0.620
H -1.2492 2.4821 0.9023 0.313 -0.850 0.689
H 0.3310 1.7458 1.3141 -0.606 0.021 0.028
H -2.6042 1.3945 -0.5108 -0.036 -0.812 -0.137
H -2.8453 -0.4371 -0.5538 -0.175 0.490 0.218
H -5.3075 0.1641 -0.7511 -0.432 0.467 0.221
H -5.3062 -1.9111 1.1416 0.243 -0.063 0.450
O -0.8103 3.9260 -0.6115 0.038 -0.095 -0.481
S -1.8759 4.2481 -1.4947 -0.251 1.064 -0.075
O -2.3845 3.3260 -2.4476 0.131 -0.290 0.243
O -1.5053 5.6208 -2.2410 -3.364 -0.975 1.284
C -2.5174 6.5973 -1.9828 -0.503 0.024 -0.267
C -3.0827 6.2319 -0.6256 0.328 0.392 0.308
O -3.1086 4.8045 -0.6178 0.012 -0.277 -0.447
H -3.2776 6.5173 -2.7639 -0.024 0.064 0.043
H -2.0889 7.5980 -1.9966 0.242 -0.148 -0.039
H -4.0803 6.6344 -0.4657 -0.065 -0.268 -0.015
H -2.4238 6.5643 0.1807 -0.026 0.057 -0.030
O 3.7817 -1.5161 -0.5019 -0.014 -0.382 0.108
S 3.4307 -1.9466 -1.8061 0.078 0.461 -0.498
O 2.7559 -3.1725 -2.0540 0.087 0.031 0.280
O 4.7492 -1.8899 -2.7273 -0.257 0.244 0.353
C 4.5229 -1.0269 -3.8466 -0.205 -0.065 -0.513
C 3.5076 -0.0139 -3.3597 0.364 0.409 0.124
O 2.6163 -0.7641 -2.5300 0.121 -0.569 -0.144
H 4.1223 -1.6282 -4.6659 0.003 0.046 -0.004
H 5.4540 -0.5614 -4.1622 0.083 -0.129 0.212
H 2.9658 0.4593 -4.1753 -0.214 -0.148 0.112
H 3.9786 0.7553 -2.7423 0.019 -0.001 -0.052
O 0.4267 5.9769 -2.6332 3.340 0.624 -1.226
S 1.5593 6.0559 -3.4958 0.408 -0.048 0.525
O 1.4507 6.4302 -4.8587 -0.182 0.110 0.064
O 2.3620 4.6609 -3.4002 -0.182 0.314 0.254
C 3.7074 4.9017 -2.9789 0.435 0.111 -0.274
C 3.6377 6.1587 -2.1369 -0.064 -0.234 0.535
O 2.6794 6.9874 -2.7999 0.040 -0.263 -0.546
H 4.3217 5.0549 -3.8696 0.024 0.010 0.041
H 4.0880 4.0499 -2.4188 -0.242 -0.062 -0.010
H 4.5974 6.6650 -2.0640 -0.128 0.176 -0.155
H 3.2635 5.9433 -1.1330 0.062 -0.044 -0.010
O 2.7155 -8.6184 1.3553 0.183 -0.139 0.127
S 3.7998 -8.0487 0.6397 -0.140 0.542 -0.249
O 5.0546 -8.6975 0.5183 -0.117 -0.200 0.032
O 4.0357 -6.5534 1.1927 -0.384 -0.430 -0.181
C 3.9115 -5.6168 0.1170 0.450 0.360 -0.291
C 2.9589 -6.2580 -0.8589 -0.624 0.217 0.045
O 3.2906 -7.6512 -0.8367 0.527 -0.023 0.353
H 4.8999 -5.4790 -0.3285 -0.030 0.039 -0.010
H 3.5426 -4.6611 0.4833 0.000 -0.128 0.203
H 3.0593 -5.8556 -1.8633 0.080 -0.213 -0.025
H 1.9229 -6.1516 -0.5273 0.019 0.068 -0.032
O -1.2205 0.3040 5.6734 0.258 -0.091 -0.033
S -1.5726 -1.0571 5.8627 -0.522 -0.100 -0.162
O -0.6498 -2.0233 6.3361 0.115 0.185 0.110
O -2.2416 -1.5971 4.5029 0.009 0.384 0.412
C -3.5631 -2.0766 4.7668 -0.319 -0.504 0.101
C -4.0442 -1.2650 5.9507 -0.241 0.401 -0.308
O -2.8913 -1.1202 6.7857 0.316 -0.370 -0.184
H -3.4976 -3.1394 5.0136 -0.019 0.023 0.031
H -4.1955 -1.9474 3.8906 0.264 0.132 -0.107
H -4.8507 -1.7545 6.4917 0.199 -0.028 0.189
H -4.3667 -0.2671 5.6426 -0.040 -0.046 -0.035
```
Forces are in eV/Å.

Calculated values
Total energy in eV: -120171.3241
Orbital gap in eV: 9.9

=====

[2]
One molecule with the formula C21H24N4O4 in a non-equilibrium geometry, computed with the ωB97M-V functional and the def2-TZVPD basis.

```
53
Properties=species:S:1:pos:R:3:forces:R:3
C -0.1723 1.6949 -0.4805 -0.145 0.128 -0.003
C -0.1591 0.2092 -0.6052 -0.591 0.773 -0.595
C 0.5315 -0.5814 0.3996 0.452 -0.850 0.496
N 1.0084 0.0002 1.4298 -0.307 0.447 -0.502
N 1.6486 -0.6599 2.4156 0.189 0.096 0.513
C 2.0544 -1.9572 2.5061 0.079 0.109 0.255
O 1.9336 -2.8015 1.6488 -0.039 -0.104 -0.136
C 2.7521 -2.2382 3.8439 0.155 -0.300 -0.182
O 2.3127 -1.4227 4.9003 -0.123 0.182 0.230
C 1.0541 -1.6516 5.4158 -0.232 0.012 0.210
C 0.1307 -2.5228 4.8586 0.279 -0.016 -0.158
C -1.1133 -2.6802 5.4492 -0.081 0.026 0.093
C -1.4384 -1.9712 6.5884 -0.129 -0.078 -0.027
C -0.5142 -1.0974 7.1383 0.065 -0.045 -0.104
C 0.7349 -0.9222 6.5691 0.177 -0.008 -0.125
C 1.7434 0.0199 7.1492 0.013 -0.056 -0.052
N -0.6639 -0.5029 -1.5439 0.242 -0.755 0.675
N -1.3971 0.0125 -2.5660 0.300 0.088 -0.540
C -2.3889 0.9379 -2.5564 -0.123 -0.031 -0.082
O -2.7917 1.5445 -1.5866 -0.162 0.016 -0.065
C -3.0369 1.0983 -3.9376 -0.266 0.187 0.211
O -2.2390 0.6601 -5.0073 0.202 -0.106 -0.213
C -1.1254 1.3973 -5.3393 0.260 0.122 -0.214
C -0.6802 2.5044 -4.6329 -0.281 -0.094 0.099
C 0.4596 3.1753 -5.0476 0.080 0.024 -0.067
C 1.1557 2.7455 -6.1599 0.093 0.110 0.033
C 0.7086 1.6371 -6.8614 -0.074 0.021 0.098
C -0.4260 0.9496 -6.4688 -0.194 -0.063 0.115
C -0.9201 -0.2528 -7.2112 -0.037 0.040 0.050
H 0.4880 2.0015 0.3233 0.075 0.044 -0.045
H 0.1491 2.1396 -1.4235 -0.001 0.033 -0.064
H -1.1840 2.0503 -0.2831 0.107 -0.004 0.012
H 0.5816 -1.6488 0.2095 0.074 0.011 0.099
H 1.8595 -0.0591 3.2064 -0.085 -0.267 -0.259
H 3.8174 -2.0128 3.7235 -0.149 -0.079 -0.013
H 2.6495 -3.3049 4.0756 -0.063 0.152 -0.101
H 0.3598 -3.0807 3.9641 0.031 -0.082 -0.081
H -1.8246 -3.3609 5.0068 -0.059 -0.057 -0.041
H -2.4068 -2.0940 7.0485 -0.089 -0.013 0.037
H -0.7661 -0.5405 8.0290 0.006 0.068 0.093
H 1.3917 0.4280 8.0927 -0.007 0.042 0.054
H 2.6886 -0.4953 7.3108 0.095 0.058 0.051
H 1.9338 0.8417 6.4598 0.085 0.097 0.010
H -1.3448 -0.5751 -3.3926 -0.044 0.243 0.233
H -3.3515 2.1422 -4.0564 0.103 -0.126 0.084
H -3.9330 0.4691 -3.9647 0.113 0.127 0.052
H -1.2074 2.8537 -3.7585 -0.062 0.048 0.082
H 0.7978 4.0365 -4.4911 0.022 0.069 0.049
H 2.0433 3.2678 -6.4826 0.079 0.050 -0.024
H 1.2507 1.2986 -7.7324 0.032 -0.055 -0.095
H -0.3534 -0.4015 -8.1261 0.030 -0.030 -0.054
H -0.8267 -1.1442 -6.5915 -0.039 -0.119 -0.025
H -1.9742 -0.1357 -7.4557 -0.055 -0.086 -0.068
```
Forces are in eV/Å.

Calculated values
Relative energy (zero: lowest compared OMol25 entry of this formula, charge and spin) in kcal per mole: 95.02
Total energy in eV: -36315.3919
Orbital gap in eV: 9.0

=====

[3]
A 2-piece molecular cluster, C28H60ClN8O9S overall in a non-equilibrium geometry, computed with the ωB97M-V functional and the def2-TZVPD basis.

```
107
Properties=species:S:1:pos:R:3:forces:R:3
C 0.9676 -4.0365 2.9143 -0.089 0.053 -0.406
C 1.9149 -2.9149 2.5391 -0.216 -0.224 0.708
O 2.4850 -3.0869 1.2551 0.020 0.321 -0.218
C 1.5360 -2.9758 0.2032 0.790 -0.027 0.455
C 2.2658 -2.1841 -0.8625 0.447 -0.212 -0.203
O 1.5492 -1.9999 -2.1008 -0.387 -0.142 0.803
C 0.9202 -0.7955 -2.2519 0.458 0.037 -1.265
N -0.3178 -0.6929 -1.3557 -0.016 -0.119 -0.048
C -1.5380 -1.0611 -2.1468 -0.161 -0.739 0.219
C -1.5217 -2.5082 -2.6226 -0.371 -0.594 -2.207
O -1.7957 -2.7617 -3.7989 0.838 0.614 2.681
N -1.2165 -3.4738 -1.6136 -0.063 -0.180 -0.957
C -0.4942 -4.5930 -2.2731 0.110 -0.032 0.444
C -2.4854 -4.0103 -1.0347 0.043 0.422 0.202
C -0.5086 0.5457 -0.5010 -0.690 0.660 0.823
C -1.6424 1.4630 -0.9419 0.173 0.278 -1.131
C -1.5312 2.2230 -2.2594 -0.797 0.685 0.031
C -2.7476 3.1687 -2.3911 0.037 -0.358 -0.282
C -3.2364 3.2841 -3.8477 0.534 0.164 1.068
S -4.5791 2.1824 -4.2286 -0.049 0.404 -1.503
O -5.8075 2.8956 -4.0938 -0.162 -0.175 0.555
O -4.2981 1.5255 -5.4641 0.212 -0.075 0.174
O -4.4669 1.0925 -3.0638 0.105 -0.073 0.157
C 0.8213 1.2023 -0.0605 0.994 -0.417 0.577
C 1.3235 0.3787 1.1861 0.091 -0.064 -0.805
C 2.8006 0.4743 1.5079 -0.126 0.173 0.905
C 3.2996 1.8473 1.9603 0.664 -0.593 -0.579
C 4.6848 1.6957 2.5850 -0.209 0.171 -0.144
N 5.4453 2.9399 2.4572 0.000 0.101 0.089
C 5.9045 3.1395 1.1208 -0.242 0.597 -0.423
N 5.5449 4.1375 0.4221 0.244 -0.437 0.140
N 6.8059 2.1608 0.5797 -0.264 0.417 0.064
C 0.6339 2.6706 0.3369 -0.404 0.296 0.209
C -0.1461 2.8326 1.6208 -0.643 -0.380 0.530
O -0.9974 2.0413 1.9741 0.811 0.852 0.020
O 0.1778 3.8962 2.3950 -0.698 -0.421 -0.346
N 1.8921 1.1586 -1.0530 -0.792 -0.407 0.049
C 1.8087 0.4721 -2.2783 0.384 0.557 0.018
Cl 3.5414 -0.0200 -2.6652 -0.040 -0.145 -0.035
C 1.4185 1.3493 -3.5128 0.579 0.311 -0.265
N 1.6887 2.7575 -3.2642 -0.363 -0.267 0.400
H 1.4279 -4.9838 2.6513 0.080 -0.217 0.114
H 0.7435 -4.0206 3.9737 -0.001 0.018 0.212
H 0.0216 -3.9568 2.3845 -0.149 0.016 -0.062
H 2.7192 -2.9041 3.2660 0.446 -0.008 -0.160
H 1.4225 -1.9443 2.6241 -0.184 0.046 -0.103
H 0.6512 -2.4803 0.6049 -0.384 -0.162 -0.140
H 1.3144 -3.9726 -0.1545 -0.506 -0.161 -0.175
H 2.6259 -1.2374 -0.4820 -0.180 0.200 0.108
H 3.1606 -2.7456 -1.1052 0.108 -0.127 -0.191
H 0.5172 -0.8352 -3.2591 -0.162 -0.148 -0.157
H -0.2376 -1.4858 -0.7071 0.273 -0.079 -0.043
H -1.6593 -0.4261 -3.0080 -0.082 0.290 -0.027
H -2.3846 -1.0070 -1.4694 -0.213 0.262 0.044
H -1.1619 -5.2086 -2.8648 -0.094 -0.026 -0.256
H 0.3166 -4.2198 -2.8820 0.064 0.181 -0.193
H -0.0528 -5.2095 -1.4995 -0.024 -0.139 0.230
H -3.3279 -3.7989 -1.6880 -0.177 -0.035 -0.059
H -2.6796 -3.6139 -0.0441 -0.006 0.213 0.134
H -2.4092 -5.0836 -0.9398 0.115 -0.224 0.012
H -0.8943 0.1633 0.4400 -0.104 -0.279 -0.019
H -2.5867 0.9291 -0.9688 -0.076 -0.280 0.069
H -1.8142 2.1968 -0.1673 0.182 -0.021 0.343
H -0.6443 2.8459 -2.3203 0.368 -0.217 -0.025
H -1.5626 1.5845 -3.1369 0.200 -0.305 0.009
H -3.5536 2.7711 -1.7862 -0.184 0.139 0.185
H -2.5230 4.1558 -2.0061 0.130 0.203 0.063
H -3.5901 4.2918 -4.0172 -0.441 0.053 -0.277
H -2.4217 3.1004 -4.5361 0.004 -0.196 -0.288
H -5.3674 0.8289 -2.8322 -0.201 -0.048 0.121
H 0.7390 0.6008 2.0697 -0.092 0.114 0.111
H 1.0990 -0.6599 0.9505 0.055 -0.055 0.107
H 2.9769 -0.2163 2.3347 -0.021 -0.164 0.073
H 3.4364 0.1185 0.7065 0.024 -0.001 -0.297
H 2.6167 2.3414 2.6420 -0.155 0.207 0.060
H 3.4638 2.4440 1.0644 -0.288 0.415 -0.019
H 5.1983 0.8765 2.0771 0.123 -0.253 0.111
H 4.5766 1.4475 3.6341 0.170 -0.076 0.200
H 6.2588 2.9191 3.0609 0.030 -0.144 0.083
H 4.9448 4.7327 0.9856 0.011 0.097 0.144
H 6.2587 1.5519 -0.0202 0.069 -0.365 0.106
H 7.3900 2.6771 -0.0676 0.153 -0.035 -0.127
H 0.1205 3.2491 -0.4278 -0.085 -0.035 -0.245
H 1.5934 3.1587 0.4499 0.298 -0.106 0.060
H 0.4699 4.6225 1.8338 0.438 0.129 0.068
H 2.4597 1.9861 -1.0956 -0.090 0.233 -0.184
H 0.3898 1.1854 -3.8167 -0.274 0.178 0.303
H 2.0166 1.0265 -4.3584 -0.048 -0.476 -0.149
H 2.6552 2.9689 -3.4621 0.099 0.156 -0.139
H 1.0989 3.3345 -3.8399 0.056 0.214 -0.174
C -2.8254 -2.2128 4.5210 0.056 -0.016 0.068
C -2.3153 -0.9638 3.8117 -0.217 -0.227 0.002
C -3.4191 -0.0226 3.3135 0.160 0.278 -0.001
O -4.0661 -0.4612 2.1284 -0.060 -0.069 0.002
C -5.1298 -1.3782 2.3256 0.033 0.009 -0.167
N -1.4210 -1.3615 2.7140 0.132 0.151 -0.117
H -3.2394 -2.9404 3.8225 -0.033 0.024 -0.046
H -2.0097 -2.7042 5.0504 0.025 -0.005 -0.027
H -3.5963 -1.9624 5.2510 -0.012 0.001 -0.017
H -1.7226 -0.3969 4.5346 0.019 0.073 -0.051
H -2.9483 0.9267 3.0531 -0.024 -0.002 -0.065
H -4.1566 0.1903 4.0962 -0.007 -0.148 0.026
H -5.6817 -1.1597 3.2427 0.022 -0.025 0.030
H -4.7702 -2.4099 2.3527 -0.049 -0.028 0.109
H -5.8103 -1.2806 1.4800 0.002 0.040 0.001
H -1.0230 -0.5155 2.3133 -0.002 0.016 0.157
H -2.0084 -1.7399 1.9746 -0.073 -0.087 0.031
```
Forces are in eV/Å.

Calculated values
Net charge: +1
Total energy in eV: -83706.5617
Orbital gap in eV: 9.3

=====

[4]
One molecule with the formula C5H7NOS in a non-equilibrium geometry, computed with the ωB97M-V functional and the def2-TZVPD basis.

```
15
Properties=species:S:1:pos:R:3:forces:R:3
C 1.5346 1.0905 1.3494 1.854 1.922 0.632
C 1.5173 0.4253 0.2108 -5.641 -4.803 -2.380
C 0.4343 1.0156 2.1102 -3.391 -1.703 0.792
C -0.1228 -0.3343 0.3876 5.737 1.729 -1.147
C -0.4969 -1.5094 -1.9324 3.371 -1.449 1.338
N -0.4818 0.1296 1.5809 2.155 1.049 -0.497
O -1.5992 -2.3685 0.5910 -2.569 -0.855 0.429
S -0.3925 -2.0146 -0.1127 2.079 1.385 -1.266
H 2.3007 1.7406 1.6481 1.175 0.767 0.304
H 2.1168 0.1516 -0.6759 -0.219 0.619 1.073
H 0.0887 1.4406 3.0107 0.369 0.901 0.770
H 0.4641 -1.8554 -2.4020 -0.879 -0.384 0.512
H -0.3551 -0.4920 -1.9752 -0.457 2.484 0.032
H -1.2846 -1.8528 -2.4789 -2.360 -1.035 -1.179
H -1.3872 0.0616 1.9533 -1.222 -0.627 0.587
```
Forces are in eV/Å.

Calculated values
Relative energy (zero: lowest compared OMol25 entry of this formula, charge and spin) in kcal per mole: 107.87
Total energy in eV: -19666.9251
Orbital gap in eV: 8.0

=====

[5]
One molecule with the formula C10H10Cl2Si in a non-equilibrium geometry, computed with the ωB97M-V functional and the def2-TZVPD basis.

```
23
Properties=species:S:1:pos:R:3:forces:R:3
C -2.9244 -2.2521 0.2291 1.731 -3.908 0.309
C -1.5911 -2.4163 0.7543 -0.607 -0.359 -0.925
C -3.3192 -1.0394 -0.2246 -2.929 1.459 -0.352
C -0.8341 -1.2606 0.8409 1.305 -0.798 1.861
C -2.5344 0.1043 -0.2229 -1.638 1.480 -0.441
C -1.2437 0.0344 0.3511 -0.453 -1.146 -0.258
C 0.5203 1.9758 0.5385 1.328 0.905 -1.303
C -0.3685 1.0656 0.3826 0.170 0.071 0.385
C 1.7897 2.2117 -0.2782 -0.065 2.305 0.320
C 2.2253 1.0119 -1.0767 2.007 0.116 0.745
Si 3.1621 -0.2542 0.0546 -1.170 0.091 0.103
Cl 5.1246 0.2421 0.2990 0.411 0.222 -0.158
Cl 3.0807 -2.2268 -0.5805 -0.008 0.238 -0.183
H -3.4857 -3.2497 0.0954 0.374 2.095 0.262
H -1.1761 -3.4877 0.9505 -0.786 2.353 0.067
H -4.4234 -0.9107 -0.4645 1.593 -0.208 -0.138
H 0.0914 -1.3278 1.4916 -0.792 0.287 -1.337
H -3.0788 1.0912 -0.5682 1.696 -1.990 0.723
H 0.4807 2.8153 1.1775 -0.883 0.576 1.451
H 1.6707 3.0686 -1.0205 -0.575 -0.959 0.702
H 2.5022 2.7817 0.4259 -0.357 -1.643 -0.809
H 1.2814 0.5571 -1.4373 0.982 0.122 -0.731
H 3.0498 1.4656 -1.7174 -1.335 -1.310 -0.293
```
Forces are in eV/Å.

Calculated values
Relative energy (zero: lowest compared OMol25 entry of this formula, charge and spin) in kcal per mole: 96.17
Total energy in eV: -43452.4981
Orbital gap (alpha / beta) in eV: 6.1 / 7.0